C5H13N2 | ωB97M-V/def2-TZVPD

Positions of all 20 atoms, in Å:
1 C -1.922 -0.473 -0.230
2 C -0.587 -1.183 -0.561
3 C 0.484 -0.693 0.344
4 C 1.308 0.416 0.101
5 N 2.198 0.780 0.988
6 C 3.001 2.022 0.884
7 N -3.035 -1.025 -1.065
8 H -2.188 -0.680 0.792
9 H -1.749 0.561 -0.394
10 H -0.669 -2.274 -0.519
11 H -0.391 -1.012 -1.616
12 H 0.643 -1.228 1.266
13 H 1.187 0.934 -0.846
14 H 2.179 0.422 1.935
15 H 3.985 1.751 0.502
16 H 2.523 2.709 0.223
17 H 3.115 2.437 1.878
18 H -3.214 -1.991 -0.784
19 H -2.950 -0.922 -2.080
20 H -3.919 -0.552 -0.818

⟨S²⟩: 0.772
HOMO (alpha / beta), hartree: -0.65489 / -0.74108
Total energy, Eh: -307.154861
LUMO (alpha / beta), eV: -6.9 / -10.2
Net charge: +2
Spin multiplicity: 2
Max |F|, eV Å⁻¹: 1.79